The following is a quantum chemistry calculation of a molecular structure, C55H47I4N7O2PS2Sc, from the OMol25 dataset.

The value obtained for the HOMO-LUMO gap (alpha / beta) is 0.174 / 0.197 Eh. As for the electronic energy: -156397.27989 eV. The net charge is -1. For the highest occupied orbital energy (alpha / beta), the calculation gives -3.1800 / -4.3998 eV. The value obtained for the LUMO energy (alpha / beta) is 1.56 / 0.96 eV. The multiplicity is 2. The molecular weight is 1485.708 g mol⁻¹.

Geometry as XYZ:
```
119
C55H47I4N7O2PS2Sc wB97M-V/def2-TZVPD
Sc -0.19 0.33 0.03
I -7.23 0.25 6.91
C -5.75 0.19 5.44
C -5.30 1.37 4.87
C -4.31 1.32 3.90
C -3.77 0.11 3.48
C -4.25 -1.06 4.07
C -5.23 -1.03 5.05
C -2.70 0.06 2.44
C -1.41 -0.16 2.88
C -0.98 -0.29 4.26
C 0.35 -0.44 4.27
C 0.81 -0.42 2.89
C 2.11 -0.56 2.46
C 3.17 -0.64 3.52
C 3.44 -1.83 4.18
C 4.41 -1.91 5.17
C 5.13 -0.76 5.49
I 6.60 -0.85 6.97
C 4.89 0.44 4.83
C 3.91 0.49 3.85
C 2.59 -0.52 1.10
N 1.82 -0.33 -0.01
C 2.64 -0.29 -1.10
C 2.22 -0.02 -2.45
C 3.28 -0.20 -3.49
C 3.72 -1.49 -3.81
C 4.70 -1.70 -4.78
C 5.24 -0.60 -5.43
I 6.71 -0.89 -6.89
C 4.83 0.69 -5.13
C 3.85 0.87 -4.16
C 0.97 0.37 -2.86
C 0.54 0.57 -4.24
C -0.78 0.83 -4.23
C -1.24 0.78 -2.85
N -0.14 0.53 -2.05
C -2.55 0.83 -2.43
C -3.05 0.64 -1.09
C -4.41 0.71 -0.70
C -4.46 0.50 0.66
C -3.12 0.30 1.09
N -2.29 0.40 0.02
C -3.58 1.05 -3.49
C -3.70 2.28 -4.12
C -4.64 2.49 -5.12
C -5.48 1.45 -5.49
I -6.90 1.76 -6.99
C -5.39 0.21 -4.87
C -4.45 0.02 -3.87
C 3.98 -0.50 -0.67
C 3.94 -0.64 0.71
N -0.30 -0.26 2.08
H -5.71 2.32 5.19
H -3.95 2.24 3.44
H -3.83 -2.01 3.74
H -5.59 -1.95 5.49
H -1.64 -0.25 5.12
H 0.99 -0.55 5.14
H 2.87 -2.72 3.92
H 4.61 -2.84 5.68
H 5.45 1.33 5.09
H 3.70 1.42 3.33
H 3.30 -2.33 -3.29
H 5.03 -2.70 -5.02
H 5.26 1.54 -5.64
H 3.53 1.88 -3.91
H 1.19 0.52 -5.11
H -1.41 1.01 -5.09
H -5.24 0.91 -1.36
H -5.33 0.49 1.29
H -3.04 3.09 -3.81
H -4.72 3.46 -5.60
H -6.05 -0.59 -5.16
H -4.37 -0.94 -3.38
H 4.84 -0.52 -1.31
H 4.78 -0.81 1.37
C 0.60 5.33 3.59
C 0.99 5.69 2.17
O -0.02 5.24 1.26
P 0.26 4.00 0.28
S -1.37 3.52 -0.67
S 1.17 2.52 1.28
O 1.34 4.70 -0.69
C 2.00 3.93 -1.71
C 1.32 4.16 -3.04
H 1.36 5.69 4.29
H 0.51 4.25 3.69
H -0.36 5.78 3.85
H 1.95 5.25 1.91
H 1.06 6.77 2.04
H 2.01 2.87 -1.44
H 3.04 4.27 -1.72
H 0.30 3.79 -3.01
H 1.86 3.63 -3.84
H 1.30 5.22 -3.28
C 0.51 -5.36 1.75
C 0.84 -3.93 2.14
N -0.06 -3.05 1.42
C -0.27 -3.18 0.07
N -0.59 -2.14 -0.62
C -0.94 -2.31 -2.03
C -1.38 -3.72 -2.37
C -0.33 -4.68 -1.86
N -0.16 -4.47 -0.44
C 0.63 -5.48 0.25
H -0.51 -5.58 2.06
H 1.19 -6.06 2.24
H 1.89 -3.71 1.90
H 0.70 -3.76 3.20
H -0.09 -2.08 1.71
H -0.07 -2.04 -2.65
H -1.72 -1.61 -2.28
H -1.51 -3.83 -3.45
H -2.33 -3.94 -1.88
H 0.61 -4.52 -2.40
H -0.62 -5.72 -2.01
H 1.69 -5.39 -0.04
H 0.29 -6.46 -0.09
```